No. 1
A molecular structure, C15H19I2N4OTi, computed with ωB97M-V/def2-TZVPD.

Output
spin multiplicity	2
largest force on an atom	0.1	eV/Å
ΔE to the lowest compared entry with this formula, charge and spin	0.00	kJ/mol
<S²>	0.753
highest occupied orbital energy (alpha / beta)	-13.48 / -13.47	eV
charge	+2

Last column: Löwdin charge in e.
Geometry (Å):
Ti -0.09 -0.04 0.63  1.112
I 6.13 4.05 -0.19  0.978
C 4.51 2.75 -0.28  -0.720
C 4.73 1.38 -0.42  -0.187
C 3.65 0.51 -0.48  -0.631
I 3.93 -1.54 -0.65  1.023
C 2.36 1.02 -0.41  -0.366
O 1.28 0.18 -0.48  -0.258
C 2.13 2.38 -0.25  -0.176
C 0.71 2.89 -0.19  -0.100
N -0.10 2.19 0.86  -0.119
C 0.39 2.49 2.23  -0.104
C -0.19 1.51 3.21  -0.230
C -0.42 1.83 4.53  0.028
C -0.91 0.87 5.39  0.015
C -1.18 -0.41 4.91  -0.006
C -0.94 -0.66 3.58  -0.092
N -0.45 0.27 2.74  -0.016
C 3.21 3.24 -0.19  -0.089
H 5.73 0.99 -0.48  0.097
H 0.71 3.96 0.00  0.139
H 0.20 2.71 -1.14  0.140
H -1.05 2.56 0.79  0.142
H 1.48 2.39 2.22  0.149
H 0.16 3.51 2.52  0.148
H -0.21 2.84 4.88  0.138
H -1.10 1.11 6.43  0.136
H -1.57 -1.18 5.55  0.130
H -1.14 -1.64 3.16  0.113
H 3.05 4.31 -0.07  0.112
N -1.83 -0.53 -0.64  -0.031
C -1.56 -1.88 -1.24  -0.193
C -1.15 -2.84 -0.14  -0.195
N 0.02 -2.26 0.58  -0.036
H -2.73 -0.56 -0.17  0.121
H -1.96 0.14 -1.40  0.119
H -0.75 -1.76 -1.97  0.134
H -2.43 -2.25 -1.78  0.138
H -0.92 -3.82 -0.56  0.138
H -1.97 -2.96 0.57  0.128
H 0.87 -2.39 0.02  0.062
H 0.19 -2.79 1.43  0.112

=====

No. 2
C4H7NO in the gas phase at a distorted geometry, computed with ωB97M-V/def2-TZVPD.

Output
largest force on an atom	1.2	eV/Å
ΔE to the lowest compared entry with this formula, charge and spin	184.18	kJ/mol
highest occupied orbital energy	-9.76	eV
SMILES	CC(=O)[C@H]1CN1

Last column: Löwdin charge in e.
Geometry (Å):
C 2.02 -0.34 0.44  -0.015
C 0.59 0.30 0.34  -0.374
O 0.38 1.37 0.86  0.055
C -0.52 -0.29 -0.51  -0.260
C -1.92 -0.18 -0.04  -0.133
N -1.45 0.63 -1.15  0.020
H 2.31 -1.00 -0.42  0.081
H 2.17 -0.93 1.39  0.088
H 2.72 0.54 0.50  0.087
H -0.21 -1.12 -1.15  0.130
H -2.12 0.36 0.91  0.117
H -2.65 -0.94 -0.33  0.102
H -1.32 1.60 -0.85  0.101

=====

No. 3
A molecular structure, C10H30AlO5S5 at a distorted geometry, computed with ωB97M-V/def2-TZVPD.

Output
largest force on an atom	3.9	eV/Å
ΔE to the lowest compared entry with this formula, charge and spin	380.93	kJ/mol
highest occupied orbital energy	-14.95	eV
charge	+3

Last column: Löwdin charge in e.
Geometry (Å):
Al 25.18 -10.46 -12.27  0.988
C 25.82 -7.20 -18.45  -0.219
S 27.37 -7.56 -17.55  0.960
O 26.91 -8.04 -16.20  -0.490
C 27.99 -9.00 -18.53  -0.188
H 26.02 -6.48 -19.25  0.064
H 25.05 -6.72 -17.86  0.070
H 25.42 -8.05 -19.00  0.057
H 27.11 -9.47 -18.96  0.042
H 28.42 -9.77 -17.89  0.068
H 28.54 -8.66 -19.41  0.070
C 26.27 -17.90 -14.07  -0.229
S 24.65 -17.31 -13.45  0.938
O 24.75 -15.82 -13.42  -0.489
C 23.83 -17.77 -15.02  -0.231
H 27.03 -18.01 -13.29  0.062
H 26.54 -17.26 -14.91  0.061
H 26.23 -18.87 -14.57  0.066
H 23.66 -18.84 -15.10  0.073
H 24.30 -17.38 -15.92  0.064
H 22.88 -17.25 -14.89  0.050
C 29.66 -4.88 -9.21  -0.185
S 29.29 -5.67 -10.86  0.956
O 28.43 -6.90 -10.64  -0.487
C 28.18 -4.30 -11.41  -0.225
H 28.68 -4.87 -8.75  0.064
H 29.92 -3.83 -9.41  0.066
H 30.43 -5.40 -8.65  0.069
H 27.58 -4.46 -12.30  0.057
H 28.73 -3.40 -11.68  0.074
H 27.30 -4.27 -10.78  0.070
C 24.90 -13.93 -19.63  -0.173
S 23.68 -13.24 -18.32  0.949
O 24.42 -12.11 -17.57  -0.535
C 22.61 -12.21 -19.38  -0.235
H 25.83 -13.38 -19.72  0.062
H 24.46 -14.16 -20.61  0.063
H 25.10 -14.88 -19.14  0.031
H 23.13 -11.44 -19.95  0.068
H 21.75 -11.69 -18.96  0.068
H 22.28 -13.01 -20.04  0.047
C 20.40 -11.29 -6.77  -0.161
S 21.46 -12.91 -7.10  0.966
O 22.44 -12.53 -8.20  -0.505
C 22.31 -12.61 -5.56  -0.263
H 20.98 -10.37 -6.68  0.062
H 19.92 -11.49 -5.81  0.056
H 19.84 -11.06 -7.67  0.053
H 21.50 -12.56 -4.82  0.061
H 22.81 -11.65 -5.71  0.071
H 22.91 -13.46 -5.22  0.071

=====

No. 4
16 unconnected molecules or ions with the total composition C77H128N11O29 at a distorted geometry, computed with ωB97M-V/def2-TZVPD.

Output
largest force on an atom	5.8	eV/Å
highest occupied orbital energy	-12.33	eV
charge	+3

Last column: Löwdin charge in e.
Geometry (Å):
C 8.11 -3.05 -3.38  0.022
N 6.92 -3.57 -2.65  -0.321
C 5.95 -4.35 -3.51  -0.005
C 7.24 -4.61 -1.59  0.016
C 6.15 -2.53 -1.87  -0.113
C 5.78 -1.29 -2.72  -0.193
O 5.10 -1.64 -3.94  -0.136
H 7.85 -2.47 -4.28  0.120
H 8.68 -3.87 -3.73  0.085
H 8.80 -2.51 -2.66  0.134
H 5.82 -3.69 -4.38  0.100
H 4.98 -4.48 -3.05  0.084
H 6.30 -5.36 -3.72  0.109
H 7.64 -5.45 -2.12  0.095
H 6.29 -4.83 -1.09  0.114
H 7.92 -4.26 -0.83  0.101
H 6.84 -2.23 -1.05  0.091
H 5.22 -3.00 -1.53  0.124
H 6.67 -0.68 -2.98  0.130
H 5.21 -0.61 -2.03  0.116
H 4.24 -2.08 -3.65  0.044
C 2.08 0.57 -4.44  0.001
N 2.03 0.69 -5.97  -0.306
C 2.23 -0.62 -6.59  0.007
C 0.62 1.14 -6.28  0.010
C 3.05 1.68 -6.48  -0.096
C 4.42 1.14 -6.70  -0.249
O 4.89 0.62 -5.50  -0.032
H 1.46 1.38 -4.16  0.058
H 3.16 0.46 -4.10  0.133
H 1.55 -0.31 -4.10  0.060
H 2.05 -0.40 -7.63  0.117
H 1.51 -1.30 -6.11  0.096
H 3.22 -1.03 -6.46  0.103
H -0.13 0.33 -6.38  0.112
H 0.62 1.69 -7.22  0.101
H 0.31 1.86 -5.51  0.094
H 3.11 2.54 -5.71  0.175
H 2.59 2.04 -7.34  0.100
H 4.93 2.05 -6.99  0.132
H 4.43 0.52 -7.58  0.126
H 4.98 -0.31 -5.52  0.042
C 0.38 5.97 -0.33  -0.010
N -0.87 6.81 -0.60  -0.339
C -1.89 6.56 0.45  0.011
C -0.48 8.23 -0.68  0.000
C -1.40 6.31 -1.97  -0.095
C -2.72 6.89 -2.32  -0.215
O -2.62 8.30 -2.69  -0.079
H 0.18 4.89 -0.49  0.079
H 0.74 6.09 0.70  0.102
H 1.24 6.25 -1.01  0.119
H -2.86 7.01 0.21  0.099
H -1.48 7.04 1.38  0.130
H -2.03 5.45 0.50  0.114
H 0.24 8.33 0.09  0.080
H -1.40 8.88 -0.55  0.137
H 0.09 8.48 -1.56  0.115
H -1.55 5.26 -1.87  0.077
H -0.61 6.55 -2.70  0.157
H -3.52 6.81 -1.58  0.113
H -3.14 6.32 -3.15  0.134
H -3.51 8.70 -2.79  0.113
C -3.63 -0.71 -6.05  0.017
N -4.15 -0.28 -4.78  -0.067
C -4.17 1.03 -4.46  0.028
C -4.45 1.43 -3.14  0.053
C -4.71 0.48 -2.15  -0.112
C -4.72 -0.83 -2.53  0.033
C -4.44 -1.19 -3.81  0.016
C -5.04 0.81 -0.74  -0.103
C -4.32 1.69 0.06  0.074
C -4.79 2.03 1.33  -0.001
N -5.82 1.39 1.81  -0.063
C -6.54 0.48 1.10  0.033
C -6.14 0.21 -0.17  0.017
C -6.18 1.63 3.23  0.030
H -3.69 0.06 -6.75  0.079
H -4.06 -1.67 -6.41  0.129
H -2.55 -0.89 -5.82  0.098
H -3.82 1.84 -5.14  0.164
H -4.57 2.48 -2.89  0.138
H -4.91 -1.62 -1.78  0.110
H -4.45 -2.18 -4.22  0.136
H -3.47 2.23 -0.45  0.115
H -4.20 2.70 1.95  0.148
H -7.39 -0.04 1.55  0.157
H -6.81 -0.40 -0.78  0.141
H -7.31 1.56 3.29  0.130
H -5.80 2.63 3.44  0.098
H -5.71 0.91 3.83  0.060
C -0.25 -5.40 -4.60  0.033
N -1.50 -5.36 -3.86  -0.054
C -1.68 -4.52 -2.80  0.041
C -2.86 -4.57 -2.03  0.068
C -3.84 -5.44 -2.41  -0.131
C -3.58 -6.33 -3.48  0.028
C -2.38 -6.35 -4.10  -0.012
C -5.11 -5.58 -1.61  -0.138
C -6.38 -5.35 -2.12  0.045
C -7.53 -5.53 -1.32  0.029
N -7.37 -6.12 -0.10  -0.101
C -6.17 -6.36 0.44  0.018
C -5.06 -6.13 -0.34  0.050
C -8.59 -6.38 0.65  0.032
H -0.42 -5.87 -5.53  0.087
H 0.49 -5.96 -3.96  0.143
H 0.17 -4.40 -4.69  0.080
H -0.90 -3.81 -2.62  0.086
H -2.92 -3.87 -1.24  0.128
H -4.36 -7.02 -3.75  0.128
H -2.19 -7.08 -4.89  0.152
H -6.54 -4.92 -3.10  0.137
H -8.52 -5.03 -1.45  0.170
H -6.26 -6.75 1.43  0.148
H -4.10 -6.35 0.16  0.153
H -8.35 -7.32 1.17  0.120
H -9.33 -6.56 -0.09  0.095
H -8.88 -5.52 1.28  0.123
C 5.95 0.27 6.93  0.021
N 5.81 0.95 5.65  -0.073
C 6.51 0.58 4.60  0.004
C 6.46 1.33 3.48  0.031
C 5.55 2.35 3.25  -0.078
C 4.86 2.73 4.41  0.044
C 4.99 2.01 5.62  0.016
C 5.56 3.19 2.00  -0.086
C 4.97 4.43 1.85  0.026
C 4.99 5.15 0.69  -0.015
N 5.44 4.56 -0.40  -0.095
C 5.93 3.31 -0.37  0.042
C 6.09 2.63 0.82  0.068
C 5.37 5.22 -1.70  0.013
H 6.60 0.93 7.56  0.129
H 6.48 -0.68 6.87  0.100
H 4.96 0.01 7.33  0.094
H 7.14 -0.31 4.59  0.162
H 7.00 0.90 2.72  0.052
H 4.13 3.51 4.44  0.116
H 4.21 2.08 6.41  0.154
H 4.40 4.78 2.68  0.114
H 4.63 6.18 0.57  0.155
H 6.25 2.90 -1.33  0.161
H 6.26 1.61 0.82  0.064
H 4.82 4.60 -2.42  0.082
H 6.37 5.38 -2.00  0.098
H 4.89 6.21 -1.55  0.115
C -1.33 -3.71 8.10  0.000
C -1.82 -2.45 7.40  -0.459
C -1.21 -2.25 6.03  -0.110
C -1.93 -1.22 5.20  -0.159
C -3.33 -1.72 4.92  -0.130
C -4.23 -1.89 6.14  -0.404
N -3.30 -2.64 7.13  0.073
O -3.88 -3.51 7.83  0.169
C -5.50 -2.73 5.93  -0.008
C -4.63 -0.54 6.81  0.022
C -1.65 -1.24 8.29  0.014
H -0.24 -3.81 7.88  0.127
H -1.89 -4.57 7.69  0.091
H -1.67 -3.66 9.13  0.096
H -1.32 -3.23 5.64  0.117
H -0.15 -1.98 6.08  0.143
H -1.41 -1.08 4.23  0.111
H -1.97 -0.22 5.58  0.084
H -3.32 -2.71 4.39  0.148
H -3.86 -1.16 4.22  0.086
H -5.20 -3.76 5.75  0.085
H -5.92 -2.28 5.03  0.098
H -6.16 -2.66 6.89  0.135
H -5.42 -0.03 6.23  0.103
H -3.82 0.21 6.78  0.085
H -4.91 -0.63 7.81  0.075
H -2.11 -0.32 7.98  0.076
H -0.61 -0.98 8.53  0.128
H -2.08 -1.48 9.27  0.101
C 2.89 0.43 1.13  0.003
C 1.69 0.31 0.22  -0.356
C 0.79 -0.93 0.51  -0.056
C -0.46 -0.48 1.45  -0.102
C 0.00 0.56 2.54  -0.104
C 0.19 1.94 1.85  -0.374
N 0.75 1.58 0.44  0.015
O 0.43 2.16 -0.47  0.182
C 1.22 2.96 2.44  0.029
C -1.14 2.55 1.59  -0.027
C 2.01 0.29 -1.28  -0.004
H 3.49 -0.46 1.15  0.108
H 2.66 0.58 2.19  0.063
H 3.50 1.29 0.86  0.085
H 1.33 -1.75 1.11  0.159
H 0.40 -1.27 -0.45  0.079
H -0.81 -1.33 2.05  0.105
H -1.31 -0.08 0.86  0.105
H 0.90 0.31 3.03  0.072
H -0.81 0.57 3.28  0.088
H 1.43 3.86 1.82  0.094
H 2.09 2.32 2.46  0.032
H 0.96 3.18 3.44  0.086
H -1.13 3.32 0.76  0.089
H -1.45 2.95 2.58  0.105
H -1.91 1.81 1.42  0.062
H 1.17 0.34 -1.94  0.058
H 2.49 -0.69 -1.51  0.119
H 2.66 1.10 -1.59  0.083
O 1.18 4.06 -2.39  -0.016
C 2.57 3.93 -2.10  -0.770
O 2.91 4.38 -1.04  0.014
O 3.23 3.33 -3.04  -0.069
H 0.94 3.65 -3.27  0.110
O 8.53 -1.67 -0.05  -0.045
C 7.65 -0.71 0.68  -0.636
O 7.97 -0.44 1.88  -0.047
O 6.69 -0.31 -0.05  -0.051
H 9.43 -1.59 0.32  0.094
O -3.98 2.71 5.14  0.024
C -2.94 1.87 4.69  -0.839
O -1.84 2.23 5.01  0.030
O -3.32 0.94 3.94  -0.047
H -3.61 3.31 5.79  0.100
O -1.45 2.08 -3.60  0.006
C -1.67 2.28 -2.20  -0.718
O -1.46 1.23 -1.53  -0.039
O -2.20 3.35 -1.85  -0.029
H -0.94 1.24 -3.66  0.030
O -1.23 -1.39 -2.10  0.069
C -1.21 -1.40 -3.46  -0.735
O -0.79 -0.40 -4.05  -0.020
O -1.67 -2.45 -4.10  -0.075
H -1.04 -0.43 -1.95  0.069
O 1.53 -2.53 -4.33  -0.028
C 2.03 -3.12 -2.99  -0.660
O 3.24 -3.09 -2.85  0.013
O 1.12 -3.54 -2.28  0.024
H 0.65 -2.41 -4.18  -0.034
O 0.62 0.78 6.09  0.017
C 1.96 0.76 5.67  -0.774
O 2.72 0.46 6.62  -0.053
O 2.27 1.08 4.52  -0.035
H 0.05 1.10 5.31  0.078
O -8.02 -2.84 0.31  -0.012
C -6.59 -2.88 0.42  -0.801
O -6.21 -3.08 1.61  -0.052
O -5.97 -2.73 -0.64  -0.045
H -8.28 -2.92 1.25  0.092

=====

No. 5
A molecular structure, C15H24IrN4O4S2, computed with ωB97M-V/def2-TZVPD.

Output
spin multiplicity	6
largest force on an atom	0.6	eV/Å
ΔE to the lowest compared entry with this formula, charge and spin	122.50	kJ/mol
<S²>	8.801
highest occupied orbital energy (alpha / beta)	-12.87 / -15.15	eV
charge	+2

Last column: Löwdin charge in e.
Geometry (Å):
Ir 0.07 -0.19 0.35  1.358
C -3.24 4.00 -3.07  -0.347
S -1.61 3.31 -3.50  0.998
C -1.11 2.38 -2.14  -0.910
S -1.42 3.15 -0.61  1.082
N -0.31 1.39 -2.50  -0.053
N 0.19 0.47 -1.76  -0.132
C 1.04 -0.38 -2.53  -0.007
C 1.48 -1.57 -1.97  -0.284
C 2.41 -2.41 -2.62  0.026
C 2.81 -3.57 -2.01  -0.015
C 2.28 -3.91 -0.77  -0.008
C 1.36 -3.05 -0.18  -0.114
N 0.97 -1.91 -0.74  -0.046
H -3.52 4.58 -3.94  0.055
H -3.21 4.65 -2.21  0.032
H -3.95 3.19 -2.93  0.053
H 1.29 -0.09 -3.54  0.134
H 2.79 -2.12 -3.59  0.133
H 3.54 -4.22 -2.49  0.130
H 2.55 -4.83 -0.27  0.124
H 0.92 -3.29 0.79  0.121
N -2.13 -0.99 -0.13  -0.042
C -3.36 -0.56 0.58  -0.191
C -3.48 0.97 0.55  -0.081
C -2.30 1.50 1.32  -0.508
O -2.14 1.42 2.48  0.187
O -1.19 1.97 0.54  -0.504
H -2.24 -0.78 -1.12  0.094
H -2.04 -2.00 -0.07  0.097
H -3.30 -0.90 1.61  0.123
H -4.24 -1.00 0.12  0.134
H -4.39 1.27 1.06  0.150
H -3.50 1.34 -0.48  0.104
C 3.28 1.09 0.26  -0.041
O 2.49 -0.01 0.75  -0.308
C 2.71 -0.32 2.12  -0.168
C 1.71 0.42 2.96  -0.147
O 0.39 -0.03 2.58  -0.354
C -0.33 -0.71 3.63  -0.038
H 4.34 0.85 0.37  0.106
H 3.06 2.01 0.80  0.100
H 3.04 1.21 -0.79  0.088
H 3.73 -0.10 2.42  0.147
H 2.54 -1.40 2.22  0.134
H 1.74 1.49 2.76  0.141
H 1.88 0.25 4.02  0.147
H -0.42 -0.05 4.49  0.113
H 0.18 -1.63 3.91  0.108
H -1.33 -0.93 3.26  0.080

=====

No. 6
C4H6O2 in the gas phase, computed with ωB97M-V/def2-TZVPD.

Output
largest force on an atom	0.6	eV/Å
ΔE to the lowest compared entry with this formula, charge and spin	176.11	kJ/mol
highest occupied orbital energy	-9.77	eV
SMILES	C=C[C@H](O)C=O

Last column: Löwdin charge in e.
Geometry (Å):
O 0.83 -0.66 -1.50  -0.015
C 0.24 -0.83 -0.22  -0.366
C 0.69 0.19 0.81  -0.108
C 0.34 1.47 0.77  0.028
O -1.89 0.16 -0.75  0.058
C -1.28 -0.82 -0.38  -0.185
H 0.64 0.25 -1.79  0.098
H 0.55 -1.84 0.09  0.137
H 1.32 -0.18 1.62  0.100
H 0.68 2.17 1.52  0.061
H -0.31 1.86 -0.01  0.065
H -1.82 -1.77 -0.16  0.127

=====

No. 7
4 unconnected molecules or ions with the total composition C20H39BFNO15P2 at a distorted geometry, computed with ωB97M-V/def2-TZVPD.

Output
largest force on an atom	2.7	eV/Å
highest occupied orbital energy	-7.97	eV
SMILES	CP(C)CO[C@@H](COCOCCO)[C@H](F)N(B(O)O)P(C)C.O=C1OCCO1.O=C1OCCO1.O=C1OCCO1

Last column: Löwdin charge in e.
Geometry (Å):
C 3.44 3.38 -2.36  -0.318
P 3.75 1.53 -1.91  0.854
C 3.08 0.50 -3.35  -0.336
C 2.75 1.29 -0.32  -0.385
O 2.43 -0.09 -0.01  -0.221
C 1.15 -0.21 0.66  -0.194
C 0.05 -0.30 -0.54  -0.107
O -1.16 0.40 -0.10  -0.136
C -2.11 0.55 -1.17  -0.224
O -2.14 1.95 -1.52  -0.128
C -2.20 2.16 -2.96  -0.157
C -0.87 1.72 -3.74  -0.213
O 0.21 2.60 -3.28  -0.122
C 0.97 -1.52 1.54  -0.234
F -0.45 -1.89 1.57  -0.046
N 1.45 -1.53 2.92  -0.160
B 0.97 -0.46 3.83  -0.645
O 1.78 0.74 4.10  0.041
O -0.33 -0.54 4.46  0.103
P 3.05 -2.15 3.23  0.899
C 2.97 -4.03 3.59  -0.280
C 4.30 -1.84 1.85  -0.302
H 2.31 3.63 -2.32  0.029
H 3.92 4.03 -1.53  0.048
H 3.88 3.66 -3.37  0.043
H 3.58 0.79 -4.35  0.052
H 3.35 -0.60 -3.16  0.044
H 1.95 0.63 -3.50  0.011
H 1.81 1.97 -0.40  0.104
H 3.40 1.69 0.55  0.113
H 0.94 0.79 1.17  0.145
H -0.14 -1.37 -0.89  0.143
H 0.45 0.30 -1.44  0.126
H -1.91 -0.16 -2.05  0.130
H -3.14 0.26 -0.75  0.149
H -2.30 3.30 -3.13  0.148
H -3.16 1.70 -3.40  0.129
H -1.06 1.81 -4.87  0.109
H -0.57 0.62 -3.53  0.108
H 0.86 2.60 -4.03  0.086
H 1.48 -2.39 0.97  0.170
H 2.59 0.51 4.61  0.088
H -0.27 -0.03 5.30  0.116
H 3.43 -4.27 4.61  0.040
H 3.57 -4.64 2.81  0.044
H 1.86 -4.35 3.52  0.044
H 4.71 -0.76 1.93  0.054
H 5.20 -2.54 2.04  0.054
H 3.93 -2.08 0.79  0.043
C -1.26 4.29 2.63  -0.126
C -0.20 3.30 2.22  -0.133
O 0.84 4.13 1.72  0.058
C 0.68 5.36 2.29  -0.538
O 1.49 6.25 2.22  0.146
O -0.50 5.44 2.96  0.063
H -1.84 3.95 3.49  0.135
H -1.94 4.53 1.81  0.136
H 0.18 2.72 3.07  0.125
H -0.56 2.61 1.45  0.123
C -2.01 -3.16 4.27  -0.140
C -3.13 -3.86 3.55  -0.129
O -2.61 -5.16 3.32  0.061
C -1.64 -5.37 4.26  -0.543
O -1.11 -6.44 4.46  0.140
O -1.35 -4.23 4.94  0.063
H -2.37 -2.42 4.98  0.134
H -1.30 -2.69 3.58  0.099
H -4.03 -3.94 4.16  0.132
H -3.38 -3.37 2.60  0.135
C -3.50 -1.66 -5.01  -0.130
C -4.62 -1.29 -5.94  -0.128
O -4.41 0.10 -6.16  0.071
C -3.09 0.35 -5.92  -0.538
O -2.54 1.39 -6.17  0.130
O -2.48 -0.73 -5.36  0.054
H -3.15 -2.68 -5.16  0.138
H -3.77 -1.52 -3.96  0.132
H -4.55 -1.81 -6.90  0.138
H -5.60 -1.47 -5.51  0.138

=====

Q: What is the largest force on an atom in the sixth record?
A: 0.6 eV/Å

=====

Q: Which value of largest force on an atom does entry 3 give?
A: 3.9 eV/Å

=====

Q: The highest largest force on an atom belongs to which entry?
A: C77H128N11O29